Record 1
Entry from the Open Molecules 2025 dataset: a cluster of 3 separate species, C27H48BrN3O6S in total in a non-equilibrium geometry (wB97M-V/def2-TZVPD).

ORCA input file:
```
! wB97M-V def2-TZVPD RIJCOSX def2/J DEFGRID3
* xyz 0 1
C 1.326 2.847 1.023
C 2.211 2.577 -0.043
C 1.721 1.476 -1.081
C 1.913 0.141 -0.290
C 0.793 -0.823 -0.165
C 1.181 -2.025 0.570
C 2.492 -2.283 1.126
N 3.484 -1.356 1.028
C 3.158 -0.237 0.352
O 0.358 1.876 -1.340
S 0.457 3.260 -2.262
O -0.717 3.294 -3.125
O 0.406 4.545 -1.583
O 1.889 2.844 -2.991
C 2.354 1.523 -2.548
C 3.909 1.684 -2.547
C 4.547 1.983 -3.958
O 5.689 2.868 -3.716
C 6.686 2.083 -3.131
O 7.358 2.505 -2.238
C 1.676 0.363 -3.396
Br 0.847 1.110 -5.060
C 2.644 -0.776 -3.881
C 3.180 -1.736 -2.750
H 0.735 3.793 1.035
H 1.201 2.059 1.804
H 3.205 3.091 -0.137
H -0.218 -0.645 -0.583
H 0.402 -2.817 0.706
H 2.701 -3.249 1.647
H 3.983 0.521 0.266
H 4.441 0.827 -2.065
H 4.134 2.584 -1.910
H 4.992 1.054 -4.417
H 3.844 2.425 -4.701
H 6.923 1.045 -3.514
H 0.819 -0.118 -2.856
H 3.523 -0.427 -4.473
H 2.040 -1.422 -4.579
H 3.853 -1.190 -2.048
H 3.833 -2.497 -3.270
H 2.379 -2.329 -2.244
C -2.657 -5.141 0.835
C -2.070 -6.487 1.240
N -0.951 -6.380 2.164
C -0.214 -7.627 2.324
C -0.948 -8.812 2.955
C -1.203 -5.640 3.394
C -2.338 -6.125 4.298
H -1.885 -4.484 0.427
H -3.416 -5.285 0.065
H -3.136 -4.636 1.675
H -1.721 -6.973 0.324
H -2.875 -7.118 1.641
H 0.699 -7.433 2.896
H 0.139 -7.937 1.334
H -1.068 -8.688 4.031
H -0.364 -9.724 2.806
H -1.929 -8.979 2.509
H -1.405 -4.597 3.128
H -0.280 -5.592 3.980
H -3.245 -6.366 3.741
H -2.597 -5.338 5.012
H -2.047 -6.997 4.882
C -2.497 3.011 0.425
C -3.704 3.932 0.548
N -3.540 4.972 1.551
C -4.780 5.665 1.870
C -5.444 6.486 0.763
C -2.367 5.823 1.405
C -2.202 6.593 0.093
H -2.237 2.571 1.391
H -2.724 2.195 -0.264
H -1.624 3.535 0.033
H -4.557 3.307 0.829
H -3.932 4.348 -0.442
H -4.616 6.312 2.739
H -5.503 4.917 2.215
H -4.912 7.420 0.577
H -6.459 6.756 1.066
H -5.520 5.935 -0.175
H -1.475 5.202 1.545
H -2.331 6.532 2.238
H -2.404 5.976 -0.784
H -1.172 6.950 0.006
H -2.844 7.473 0.056
*
```

The total energy is -4645.2222 hartree. The value obtained for the largest force on an atom is 4.15 eV/Å. For the HOMO energy, the calculation gives -0.291 Eh. As for the SMILES: C=C[C@@]1(c2cccnc2)OS(=O)(=O)O[C@]1(CCOC=O)[C@@H](Br)CC.CCN(CC)CC.CCN(CC)CC.

Löwdin atomic charge list, values in e, 2 entries: 0.06, -0.08

---

Record 2
Entry from the Open Molecules 2025 dataset: a cluster of 2 separate species, H4S3 in total (wB97M-V/def2-TZVPD).

ORCA input file:
```
! wB97M-V def2-TZVPD RIJCOSX def2/J DEFGRID3
* xyz 0 1
S 0.456 1.775 0.509
S 1.049 1.184 2.360
H 1.612 2.003 -0.115
H 1.203 -0.117 2.170
S -1.828 -1.307 -1.355
H -1.425 -1.221 -2.634
H -1.066 -2.318 -0.936
*
```

The total energy is -1196.9337 hartree. The value obtained for the largest force on an atom is 0.76 eV/Å. For the HOMO energy, the calculation gives -0.348 Eh. As for the SMILES: SS.S.

natural (NBO) atomic charge list, values in e, 2 entries: -0.12, -0.12

---

Record 3
Entry from the Open Molecules 2025 dataset: a structure of composition C18H10F3N2O2SV in a non-equilibrium geometry (wB97M-V/def2-TZVPD).

ORCA input file:
```
! wB97M-V def2-TZVPD RIJCOSX def2/J DEFGRID3
* xyz 1 2
V 0.453 0.771 0.780
S 3.868 -1.774 1.523
C 4.402 -0.707 0.294
C 3.432 0.158 -0.100
C 2.231 -0.002 0.663
C 2.353 -1.034 1.580
C 1.236 -1.381 2.475
C 1.203 -2.372 3.431
C 0.048 -2.543 4.179
C -1.055 -1.732 3.957
C -0.970 -0.764 2.983
N 0.152 -0.592 2.261
H 5.408 -0.800 -0.086
H 3.572 0.889 -0.882
H 2.069 -2.999 3.592
H 0.013 -3.316 4.936
H -1.966 -1.846 4.526
H -1.794 -0.103 2.747
F 0.039 3.540 1.055
C 1.037 2.654 1.159
F 1.105 2.293 2.514
F 2.163 3.230 0.806
O 1.240 -0.135 -2.753
C 0.176 0.167 -2.330
N -0.119 0.529 -0.940
C -1.488 0.833 -0.824
O -1.922 1.100 0.295
C -2.110 0.736 -2.150
C -3.415 0.964 -2.545
C -3.696 0.803 -3.896
C -2.700 0.427 -4.800
C -1.392 0.198 -4.385
C -1.125 0.359 -3.042
H -4.178 1.261 -1.838
H -4.701 0.975 -4.257
H -2.952 0.310 -5.845
H -0.618 -0.098 -5.080
*
```

The total energy is -2593.4939 hartree. The value obtained for the largest force on an atom is 1.40 eV/Å. The expectation value of S² is 0.774. For the HOMO energy (spin up / spin down), the calculation gives -0.449 / -0.449 Eh.

natural (NBO) atomic charge list, values in e, 2 entries: 1.35, 0.55

---

Record 4
Entry from the Open Molecules 2025 dataset: a cluster of 2 separate species, C4H6NO2 in total in a non-equilibrium geometry (wB97M-V/def2-TZVPD).

ORCA input file:
```
! wB97M-V def2-TZVPD RIJCOSX def2/J DEFGRID3
* xyz 1 1
C -0.162 -0.676 -0.485
C -0.036 0.500 0.293
C -0.164 -2.115 -0.522
C -0.498 1.516 1.169
N 1.949 1.207 -0.305
O -0.304 0.350 -1.271
O 1.825 1.269 -1.409
H -0.074 -2.663 -1.576
H -1.139 -2.252 -0.227
H 0.611 -2.621 0.111
H -1.226 2.322 0.671
H -1.104 1.038 1.993
H 0.322 2.125 1.558
*
```

The total energy is -360.7567 hartree. The value obtained for the largest force on an atom is 4.66 eV/Å. For the HOMO energy (spin up / spin down), the calculation gives -0.507 / -0.506 Eh.

natural (NBO) atomic charge list, values in e, 2 entries: 0.53, 0.21